117
Properties=species:S:1:pos:R:3 method="wB97M-V/def2-TZVPD" smiles=COC[C@H](C)N.COC[C@H](C)N.COC[C@H](C)N.COC[C@H](C)N.COC[C@H](C)N.COC[C@H](C)N.O.O.O.O.O lumo_ev=0.3 charge=0 relative_energy_ev=2.244 e_homo_ev=-9.1
O -2.59949 -3.83665 2.17427
H -3.48704 -4.19509 2.17183
H -2.70266 -2.94255 2.50014
O 3.46010 3.93822 -1.13886
H 3.39608 3.52812 -2.00138
H 3.32207 3.22032 -0.52095
O -0.41744 4.59370 -2.68542
H 0.02603 5.09606 -2.00190
H -0.00537 3.73029 -2.65428
O -0.57419 0.41361 -0.74266
H -1.06866 -0.31375 -0.36494
H -1.00455 1.19831 -0.40315
O 3.68526 0.81345 -2.22186
H 4.50930 0.68222 -1.75287
H 3.87729 0.55166 -3.12231
C -3.93596 -2.79739 -0.95968
C -2.44615 -2.89618 -1.30789
C -2.11212 -2.06032 -2.56821
O -2.56671 -2.73606 -3.68647
C -2.10718 -2.20510 -4.92083
N -1.66561 -2.45612 -0.20910
H -4.28264 -1.78282 -0.76332
H -4.18433 -3.39652 -0.08364
H -4.54821 -3.06412 -1.82114
H -2.22555 -3.94901 -1.48391
H -1.06439 -1.82148 -2.75073
H -2.58334 -1.07892 -2.51451
H -2.50230 -1.19257 -5.00308
H -2.28713 -2.83788 -5.78990
H -1.03953 -1.98550 -4.92125
H -0.73205 -2.83197 -0.29444
H -2.07915 -2.82102 0.63702
C 3.42699 0.41071 2.64763
C 3.99844 1.68857 2.11839
C 5.41865 1.94590 2.62389
O 5.54586 2.04707 4.10181
C 6.87249 1.81003 4.51331
N 3.87537 1.73441 0.70022
H 3.99134 -0.48528 2.38916
H 2.42318 0.20534 2.27576
H 3.35100 0.58014 3.72169
H 3.43299 2.53418 2.50992
H 5.74760 2.92475 2.27498
H 6.11886 1.23965 2.17776
H 7.11125 0.75345 4.39202
H 6.90825 2.19074 5.53404
H 7.57411 2.45256 3.98136
H 3.10523 1.18797 0.34188
H 4.61060 1.10932 0.40226
C -3.71844 2.82663 -0.77897
C -3.57835 3.29286 0.63243
C -2.15981 3.82967 0.87812
O -1.35914 2.64791 0.99267
C 0.03411 2.93138 1.22218
N -4.60293 4.34347 0.79037
H -4.74511 2.62519 -1.08471
H -3.09443 1.94104 -0.89924
H -3.29617 3.61950 -1.39634
H -3.64785 2.49772 1.37473
H -2.13904 4.47508 1.75625
H -1.89922 4.51506 0.07163
H 0.63390 2.06145 1.48974
H 0.21732 3.62583 2.04210
H 0.45664 3.48996 0.38698
H -4.44694 5.17403 0.23724
H -4.46585 4.60439 1.75641
C 0.75166 0.08685 -4.21568
C 0.23850 1.54905 -4.01551
C -1.30811 1.70595 -3.98804
O -1.92168 1.26064 -5.17283
C -2.63293 2.32674 -5.88469
N 0.81701 2.05206 -2.76385
H 0.38169 -0.49230 -5.06173
H 0.69792 -0.53149 -3.31964
H 1.82068 0.22957 -4.37348
H 0.64708 2.17129 -4.81175
H -1.56340 2.74008 -3.75674
H -1.71054 1.05585 -3.21117
H -3.25375 1.91701 -6.68144
H -1.95420 3.01354 -6.39040
H -3.30911 2.98087 -5.33424
H 0.29418 1.49638 -2.10207
H 1.72965 1.63874 -2.63607
C 1.13674 -6.02320 2.14119
C 1.50264 -4.91894 1.05250
C 2.45417 -3.84364 1.55989
O 2.99890 -3.09318 0.48515
C 2.03092 -2.22124 -0.11115
N 2.15591 -5.59269 -0.00080
H 0.96929 -5.46830 3.06430
H 1.86653 -6.82088 2.27975
H 0.18878 -6.51288 1.91824
H 0.57777 -4.45684 0.70727
H 3.36418 -4.27055 1.98147
H 2.01748 -3.21567 2.33646
H 2.42329 -1.70663 -0.98827
H 1.76394 -1.44228 0.60302
H 1.05597 -2.61105 -0.40373
H 2.46290 -4.98369 -0.74577
H 1.53773 -6.16492 -0.55804
C 0.10412 0.14051 4.33418
C -0.89609 -0.82619 3.75139
C -2.09801 -0.14772 3.03773
O -2.90818 -1.18911 2.39313
C -4.22597 -0.64481 2.07550
N -0.23359 -1.69595 2.79731
H -0.22910 0.52570 5.29786
H 0.24684 0.94583 3.61362
H 1.07228 -0.33279 4.49773
H -1.26592 -1.32757 4.64579
H -1.82452 0.55483 2.25052
H -2.63262 0.35728 3.84227
H -4.71900 -0.23266 2.95593
H -4.89037 -1.49275 1.90918
H -4.29314 0.05593 1.24331
H -0.52992 -1.33426 1.90207
H -0.66391 -2.60611 2.87809

120
Properties=species:S:1:pos:R:3 method="wB97M-V/def2-TZVPD" lumo_ev=0.1 charge=0 e_homo_ev=-9.9
O 25.78687 17.86216 20.65750
H 26.29318 18.66596 20.77501
H 25.98567 17.33775 21.43320
O 16.11355 11.78508 24.17207
H 17.01054 11.45272 24.20645
H 15.90669 11.82137 23.23820
O 17.57438 20.77555 17.69142
H 17.57337 20.04795 18.31338
H 16.72664 20.71593 17.25095
O 15.77984 12.76113 15.63759
H 14.96588 13.01393 15.20195
H 16.46118 13.24896 15.17496
O 18.24217 15.04498 13.01249
H 17.84630 15.86828 12.72666
H 18.85861 15.30060 13.69870
O 13.18921 16.88627 20.30066
H 12.76307 17.51591 20.88219
H 14.12448 16.99575 20.47246
C 17.46679 24.66680 22.46362
C 17.55822 26.13473 22.10928
O 16.42741 26.53679 21.40286
O 16.40118 24.55871 23.37838
H 18.35350 24.27018 22.95813
H 17.18279 24.01964 21.63378
H 18.49389 26.28318 21.57024
H 17.65593 26.70858 23.03082
H 15.65562 26.52733 21.97369
H 16.71438 24.94870 24.19778
C 13.31860 9.03749 19.89175
C 14.77237 9.21446 19.89125
O 15.13917 10.66521 19.81709
O 12.76729 9.13765 18.60702
H 12.76877 9.76735 20.48596
H 13.17481 8.08485 20.40156
H 15.22526 8.59644 19.11599
H 15.18185 8.83008 20.82542
H 14.87383 11.05967 18.98307
H 12.41030 10.02078 18.48766
C 24.80316 11.75275 18.73020
C 24.06896 10.58000 18.07190
O 24.53524 10.15148 16.79765
O 26.28508 11.50634 18.82279
H 24.43649 11.98586 19.72986
H 24.61532 12.67268 18.17654
H 22.98873 10.72401 18.09374
H 24.14490 9.66390 18.65764
H 25.45200 9.89038 16.91155
H 26.58550 12.35758 18.49608
C 19.91387 16.47230 19.92348
C 19.25844 16.96428 21.32139
C 20.13529 17.85545 22.14729
O 18.13451 17.74105 20.99985
H 20.15402 17.30910 19.26759
H 19.22316 15.80287 19.41076
H 20.78901 15.88851 20.20881
H 19.00461 16.08067 21.90696
H 21.10765 17.37225 22.24281
H 19.66241 18.00578 23.11780
H 20.30726 18.88918 21.84741
H 17.87482 18.07890 21.86009
C 20.04794 24.07897 27.90339
C 19.63852 25.52715 28.32464
C 20.57093 26.65593 27.99359
O 18.43171 25.77388 27.64525
H 19.26234 23.47944 27.44350
H 20.29901 23.50344 28.79436
H 20.92601 24.12324 27.25909
H 19.22942 25.41426 29.32863
H 20.74068 26.89306 26.94333
H 21.54101 26.37466 28.40339
H 20.32305 27.61622 28.44581
H 17.93701 26.35781 28.22482
C 22.54592 9.90029 24.22186
C 22.13169 10.54986 25.58639
C 22.00275 12.08361 25.47904
O 20.89553 10.07115 26.06246
H 22.00515 10.29101 23.35987
H 22.19488 8.87041 24.28700
H 23.61600 9.90391 24.01442
H 22.93763 10.23893 26.25115
H 22.85270 12.53914 24.97094
H 21.97103 12.53244 26.47184
H 21.02353 12.32907 25.06799
H 20.72505 10.44266 26.93109
C 15.02694 17.75785 28.07747
C 14.64933 17.30598 26.62570
C 13.13074 17.06950 26.40145
O 15.03516 18.25047 25.63645
H 14.80551 16.85092 28.64011
H 14.44124 18.60423 28.43620
H 16.09082 17.97382 28.17548
H 15.27384 16.45636 26.34958
H 12.54282 17.97138 26.57199
H 12.82107 16.24403 27.04238
H 12.93432 16.80420 25.36263
H 14.88524 19.16198 25.89774
C 26.21968 22.22455 25.36928
C 25.90990 21.71303 23.97403
C 25.10490 22.57267 22.97733
O 27.08645 21.35727 23.33988
H 26.86918 21.63093 26.01261
H 25.22104 22.17898 25.80371
H 26.44442 23.29059 25.40305
H 25.43735 20.73454 24.05984
H 24.16916 22.99894 23.33898
H 24.86852 21.90443 22.14928
H 25.68408 23.36407 22.50158
H 27.73099 21.07755 23.99403
C 24.29436 15.51489 13.45518
C 24.05971 16.83300 14.13924
C 24.86840 17.96890 13.46736
O 22.67333 17.09617 13.82759
H 24.14567 15.57145 12.37685
H 23.63782 14.72162 13.81265
H 25.32190 15.21142 13.65559
H 24.21344 16.89525 15.21655
H 25.90364 18.08889 13.78671
H 24.30525 18.88999 13.61755
H 24.92646 17.98640 12.37905
H 22.48245 18.03569 13.77789